13
Properties=species:S:1:pos:R:3:forces:R:3:nbo_charge:R:1 method="wB97M-V/def2-TZVPD" e_tot_ev=-145244.8685 homo_lumo_gap_ev=10.63 charge=+1 lumo_ha=-0.1553 relative_energy_kcal_mol=6.4 smiles=NCC([NH3+])(Br)Br
N 0.364 0.856 -0.562 -1.1195 -0.4435 1.9203 -0.84
C 0.787 0.315 0.757 1.6188 1.2593 -0.4398 -0.34
C 0.515 -1.201 0.748 -0.7943 -1.4153 -2.3451 -0.01
N -0.899 -1.320 -0.078 2.5513 2.6122 1.3202 -0.77
Br 0.271 -2.292 2.271 0.4437 0.5635 0.3012 0.24
Br 1.817 -2.083 -0.591 -0.8067 0.7085 1.1402 0.07
H 0.982 0.588 -1.258 1.4074 -0.1926 -1.7572 0.39
H 0.150 1.845 -0.573 0.2734 -0.0689 0.1515 0.42
H 1.891 0.647 1.027 -2.3382 -1.1818 -0.1751 0.27
H 0.044 0.760 1.385 0.0007 0.2291 1.2845 0.23
H -1.738 -1.628 0.360 -0.5036 -0.5816 0.7939 0.45
H -0.873 -0.280 -0.331 -0.6265 -0.2231 -0.6862 0.46
H -0.655 -1.776 -0.910 -0.1065 -1.2657 -1.5085 0.44

***

85
Properties=species:S:1:pos:R:3:forces:R:3:lowdin_charge:R:1 method="wB97M-V/def2-TZVPD" e_tot_ev=-120803.6991 homo_lumo_gap_ev=6.83 charge=0 lumo_ha=0.0015 relative_energy_kcal_mol=40.6
Hf -0.990 -0.244 -0.092 0.8453 -0.3956 0.4678 1.45
C 2.078 -3.741 1.586 -0.3098 0.1093 0.1183 -0.17
Si 1.230 -2.045 1.722 1.2176 0.0384 0.0901 0.41
C 2.376 -0.827 0.827 -0.2440 -0.1727 0.1757 -0.17
C 1.084 -1.565 3.546 -0.2946 -0.1696 -0.3515 -0.16
N -0.249 -1.978 0.822 -0.6670 0.9682 -0.3028 -0.22
C -1.358 -2.802 1.095 -0.4355 -0.4702 0.0311 -0.31
C -1.329 -3.837 2.027 0.1561 0.1275 -0.0106 -0.05
C -2.423 -4.663 2.243 -0.0289 -0.0184 0.0475 -0.10
C -3.588 -4.455 1.530 -0.0562 0.0030 0.0221 -0.10
C -3.653 -3.413 0.616 0.0031 0.1897 -0.1262 -0.05
C -2.565 -2.575 0.377 0.0692 -0.5208 0.2623 -0.33
N -2.593 -1.513 -0.529 0.5520 0.3132 0.1470 -0.23
Si -3.962 -0.774 -1.260 -0.4647 0.3252 -0.7574 0.41
C -4.616 -1.784 -2.727 0.1071 0.2148 0.2923 -0.16
C -5.408 -0.297 -0.140 0.4042 -0.2125 0.0318 -0.16
C -3.147 0.837 -1.901 -0.0694 -0.7000 -0.0204 -0.17
H 3.105 -3.638 1.231 0.0033 0.0704 -0.0176 0.02
H 1.542 -4.389 0.888 0.0173 -0.0026 -0.0252 0.03
H 2.118 -4.259 2.546 -0.0294 -0.0165 0.0031 0.03
H 3.153 -0.474 1.506 -0.0094 0.0282 0.0346 0.03
H 1.852 0.058 0.455 0.1413 0.1372 0.0417 -0.04
H 2.882 -1.302 -0.014 -0.0477 -0.0625 -0.0229 0.02
H 2.060 -1.311 3.963 0.0542 -0.0402 -0.0616 0.03
H 0.672 -2.391 4.129 0.0092 0.0094 0.0377 0.02
H 0.425 -0.706 3.688 0.0156 0.0134 -0.0312 0.02
H -0.424 -3.994 2.604 -0.0017 -0.0627 -0.0080 0.08
H -2.364 -5.455 2.978 0.0241 -0.0098 -0.0126 0.10
H -4.452 -5.087 1.687 0.0036 -0.0020 0.0019 0.10
H -4.574 -3.227 0.074 -0.0029 -0.0692 -0.0139 0.09
H -4.915 -2.786 -2.409 -0.0218 0.0058 0.0309 0.03
H -3.855 -1.892 -3.501 0.0712 0.0296 0.0362 0.01
H -5.486 -1.310 -3.186 -0.0406 0.0306 0.0442 0.03
H -5.684 -1.116 0.527 -0.0280 0.0006 0.0052 0.02
H -6.290 -0.034 -0.727 0.0384 -0.0042 -0.0885 0.03
H -5.150 0.559 0.486 0.0427 -0.0068 0.0154 0.03
H -2.551 0.627 -2.790 0.1059 -0.0251 -0.0530 0.03
H -2.496 1.286 -1.132 -0.2241 0.5025 -0.0795 -0.03
H -3.886 1.591 -2.167 0.0769 0.1302 0.1493 0.05
O -1.264 -1.968 -3.343 -0.3737 0.1445 0.1413 -0.10
C -0.206 -2.285 -4.219 0.2445 -0.1027 0.0934 -0.26
C 0.969 -2.938 -3.498 -0.0197 0.2281 0.1454 -0.15
C 1.397 -2.249 -2.173 -0.1996 0.1498 -0.3555 -0.14
C 1.588 -0.765 -2.366 -0.0931 -0.0005 -0.0811 -0.30
C 2.774 -0.322 -2.937 -0.0769 0.0629 0.0071 -0.02
C 2.913 1.007 -3.296 -0.0077 0.0020 -0.0168 -0.04
C 1.827 1.848 -3.148 -0.0236 0.0106 -0.0803 -0.05
C 0.695 1.357 -2.527 0.0084 -0.0513 -0.1706 -0.23
N 0.581 0.097 -2.076 0.1196 -0.3316 -0.1951 0.01
H -1.657 -2.772 -2.984 0.0625 0.0369 0.0546 0.09
H 0.101 -1.341 -4.672 -0.0070 0.0426 0.0397 0.12
H -0.552 -2.938 -5.028 0.0629 0.0138 -0.0450 0.12
H 1.817 -2.934 -4.187 0.0405 -0.1316 -0.0104 0.11
H 0.719 -3.978 -3.276 0.1006 -0.0273 0.0227 0.11
H 2.341 -2.706 -1.875 -0.0072 0.0686 0.1539 0.12
H 0.672 -2.424 -1.386 -0.1259 -0.1411 0.0389 0.08
H 3.578 -1.028 -3.098 -0.0054 -0.0208 0.0106 0.12
H 3.844 1.376 -3.707 -0.0025 -0.0269 -0.0504 0.11
H 1.858 2.876 -3.478 -0.0262 0.0087 0.0338 0.11
H -0.161 2.001 -2.395 0.0270 0.0064 0.0903 0.06
C 4.234 6.243 3.032 -0.0308 -0.0761 -0.0387 -0.06
C 3.249 5.308 2.381 -0.0071 -0.0036 -0.0050 -0.28
C 2.613 5.638 1.192 0.0297 -0.0034 0.0504 -0.02
C 1.707 4.781 0.578 -0.0043 -0.0137 -0.0930 -0.31
C 1.057 5.193 -0.712 0.0169 -0.0156 0.0877 -0.10
C 1.427 3.552 1.183 -0.2805 -0.5790 -0.1067 -0.47
Se 0.154 2.373 0.298 -0.1177 0.3085 0.0150 0.70
C 2.030 3.202 2.392 0.0588 0.0118 0.1059 -0.29
C 1.741 1.911 3.107 -0.0140 0.0255 -0.0414 -0.08
C 2.942 4.086 2.961 0.0083 0.0116 -0.0053 -0.02
H 4.266 7.199 2.512 0.0147 0.0204 0.0245 0.07
H 5.240 5.818 3.023 0.0134 0.0201 0.0013 0.08
H 3.965 6.424 4.074 0.0185 0.0415 0.0033 0.08
H 2.829 6.592 0.722 -0.0144 0.0095 -0.0006 0.11
H 1.345 6.209 -0.982 0.0195 0.0015 -0.0124 0.07
H -0.028 5.140 -0.623 -0.0089 0.0100 -0.0705 0.06
H 1.349 4.513 -1.515 -0.0506 0.0173 -0.0331 0.05
H 0.791 1.493 2.779 0.0181 -0.0061 0.0123 0.02
H 1.702 2.067 4.186 0.0301 0.0141 0.0079 0.09
H 2.523 1.177 2.905 -0.0423 -0.0261 0.0033 0.07
H 3.426 3.805 3.891 -0.0415 0.0116 0.0309 0.12
C -2.091 0.477 1.690 -0.3538 -0.1270 -0.0047 -0.33
H -2.556 1.449 1.500 0.0038 0.0151 0.0937 -0.02
H -1.434 0.598 2.555 0.0323 0.0889 -0.0371 -0.03
H -2.878 -0.237 1.961 0.0216 0.0162 0.0832 0.00

***

22
Properties=species:S:1:pos:R:3:forces:R:3:nbo_charge:R:1 method="wB97M-V/def2-TZVPD" multiplicity=4 e_tot_ev=-42951.8110 homo_lumo_gap_ev="8.94 / 10.27" charge=+3 lumo_ha="-0.5604 / -0.5121" relative_energy_kcal_mol=11.0
Cr 0.074 -0.034 -0.148 -2.3294 0.9336 0.0990 1.65
O -1.739 -0.907 -0.843 0.3292 -0.0522 -0.0517 -0.90
H -2.066 -0.988 -1.764 0.3949 -0.0329 0.1991 0.57
H -2.453 -1.256 -0.277 0.1253 0.2607 -0.0794 0.55
O -1.576 0.427 1.517 0.1460 -0.5354 -0.1044 -0.94
H -1.902 -0.386 1.935 0.0181 0.2610 0.1993 0.52
H -1.887 1.144 2.103 0.2867 -0.0086 -0.2669 0.55
O 0.113 -1.688 1.103 -0.1055 -0.6040 0.0678 -0.92
H 0.642 -1.861 1.911 -0.0523 0.1897 -0.3370 0.57
H -0.413 -2.501 0.954 0.2770 0.2151 -0.0634 0.56
O 1.047 1.372 1.152 0.4270 0.0892 -0.3066 -0.91
H 1.709 1.129 1.832 -0.2711 0.0182 -0.1822 0.56
H 1.284 2.283 0.889 0.0089 -0.2285 0.2533 0.54
O 2.232 -0.633 -0.128 0.7769 -0.1279 0.1140 -0.97
H 2.941 0.025 -0.258 -0.1404 -0.2678 -0.0497 0.54
H 2.695 -1.492 -0.056 -0.2241 0.2300 -0.0231 0.55
O 0.551 -0.255 -2.165 0.1254 -0.1643 0.0551 -0.90
H 1.100 -1.002 -2.485 -0.1170 0.2462 0.1786 0.56
H 0.555 0.412 -2.885 -0.1229 -0.0531 0.4074 0.57
O -0.771 1.729 -0.819 0.3631 0.1027 0.0183 -0.88
H -0.429 2.588 -0.509 -0.1741 -0.1204 -0.2282 0.55
H -1.709 1.891 -1.058 0.2586 -0.3514 0.1007 0.57

***

68
Properties=species:S:1:pos:R:3:forces:R:3:nbo_charge:R:1 method="wB97M-V/def2-TZVPD" e_tot_ev=-87522.4723 homo_lumo_gap_ev="6.51 / 6.51" charge=+1 lumo_ha="-0.1515 / -0.1513" relative_energy_kcal_mol=18.1
W 0.211 -0.279 0.694 -0.1821 0.7141 0.6331 1.16
O 0.237 -4.706 3.944 -0.0210 0.1098 -0.0510 -0.65
C -0.720 -3.925 4.459 0.0532 -0.1507 0.1020 0.38
C -1.566 -4.513 5.407 0.0438 0.0680 -0.0717 -0.27
C -2.556 -3.776 6.009 -0.0874 0.0090 0.0528 -0.13
C -2.749 -2.426 5.693 0.0593 -0.0859 -0.0121 -0.26
C -1.936 -1.850 4.750 -0.0017 0.0170 -0.0194 -0.15
C -0.920 -2.579 4.106 -0.1079 0.3752 0.1177 -0.20
C -0.126 -1.919 3.081 0.0146 -0.5223 -0.0419 0.62
O -0.543 -0.796 2.552 -0.0214 -0.0801 -0.2934 -0.73
N 0.975 -2.483 2.656 0.1238 0.2393 -0.2741 -0.42
N 1.503 -1.722 1.638 -0.1326 -0.5130 0.1902 -0.24
C 2.658 -2.036 1.186 0.1638 0.4306 -0.3554 0.05
C 3.196 -1.034 0.288 -0.1855 -0.3029 0.4007 0.15
C 4.476 -1.121 -0.229 0.1183 0.1817 -0.1276 -0.20
C 4.990 -0.042 -0.928 0.0176 -0.1994 0.0835 -0.13
C 4.207 1.091 -1.037 -0.1799 0.1872 0.0110 -0.24
C 2.927 1.101 -0.508 0.0641 -0.1402 -0.0685 0.07
N 2.385 0.045 0.122 0.3036 -0.0158 -0.2103 -0.46
H 0.783 -4.173 3.334 0.0156 -0.0320 -0.0058 0.51
H -1.404 -5.554 5.650 -0.0034 -0.0008 0.0024 0.24
H -3.191 -4.251 6.747 -0.0015 0.0099 -0.0044 0.22
H -3.517 -1.849 6.188 0.0006 0.0003 0.0056 0.22
H -2.047 -0.798 4.519 0.0147 -0.0037 -0.0200 0.20
H 3.202 -2.917 1.499 -0.0157 0.0610 0.1760 0.23
H 5.055 -2.017 -0.054 -0.0019 -0.0013 -0.0103 0.24
H 5.985 -0.079 -1.349 -0.0015 0.0067 0.0026 0.24
H 4.569 1.984 -1.528 0.0146 -0.0152 -0.0026 0.24
H 2.294 1.970 -0.594 0.0494 0.0373 -0.0240 0.24
C 0.149 4.251 -2.890 0.0216 0.0994 0.0529 -1.12
Si 0.126 2.874 -4.139 0.0005 -0.0183 0.0780 1.63
C 1.568 3.050 -5.306 0.1197 -0.0474 -0.0574 -1.12
C -1.479 2.870 -5.075 -0.1472 -0.0400 -0.0325 -1.12
C 0.302 1.157 -3.332 0.0303 -0.0908 0.0490 -0.52
C 0.548 0.073 -4.177 0.0199 -0.0335 -0.0370 -0.04
C 0.690 -1.225 -3.701 0.0067 -0.0005 -0.0130 -0.28
C 0.573 -1.447 -2.347 -0.0289 0.1178 -0.0176 0.07
N 0.324 -0.428 -1.516 -0.1497 -0.2454 -0.0563 -0.51
C 0.196 0.826 -1.981 -0.0063 0.0610 -0.0813 0.12
S -0.082 1.870 -0.599 0.1271 -0.1438 -0.0428 -0.09
H 0.130 5.196 -3.439 -0.0021 0.0059 0.0248 0.25
H 1.048 4.246 -2.272 -0.0054 0.0070 -0.0017 0.24
H -0.719 4.232 -2.230 0.0066 0.0025 -0.0008 0.25
H 1.684 4.093 -5.607 -0.0147 -0.0026 -0.0088 0.25
H 1.434 2.464 -6.218 0.0124 -0.0133 0.0137 0.24
H 2.502 2.732 -4.838 0.0081 0.0351 -0.0147 0.24
H -1.578 3.768 -5.688 0.0145 0.0071 0.0148 0.25
H -2.331 2.836 -4.393 -0.0020 -0.0116 -0.0212 0.24
H -1.549 2.007 -5.742 -0.0077 0.0130 -0.0005 0.24
H 0.635 0.242 -5.246 -0.0057 0.0059 0.0089 0.22
H 0.874 -2.056 -4.366 0.0013 0.0183 -0.0134 0.24
H 0.642 -2.430 -1.904 0.0049 -0.0105 -0.0066 0.24
Cl -1.407 2.429 4.008 -0.0602 -0.0241 0.1340 0.03
C -0.464 2.784 2.584 0.1694 -0.1331 -0.1200 -0.38
Cl 0.950 1.667 2.425 -0.1110 0.0426 -0.0662 0.12
H -0.053 3.785 2.637 -0.0292 0.0122 0.0587 0.25
H -1.069 2.631 1.698 -0.0250 0.0580 -0.0032 0.24
N -2.797 0.137 1.638 0.0273 -0.0415 -0.1685 -0.32
C -4.081 0.269 1.280 0.0049 0.0492 0.0987 0.00
C -4.125 0.279 -0.097 0.0336 -0.0710 -0.0099 -0.32
C -2.798 0.109 -0.494 0.0160 0.0012 -0.0274 0.02
N -1.999 0.025 0.563 -0.0306 0.0671 0.1309 -0.29
H -2.383 -0.042 2.540 -0.0191 -0.0032 0.0897 0.45
H -4.855 0.337 2.026 -0.0199 0.0132 -0.0312 0.24
H -4.994 0.372 -0.723 0.0063 -0.0071 -0.0008 0.25
H -2.382 0.042 -1.486 -0.0489 0.0161 -0.0209 0.23
N -1.029 -3.194 -0.100 0.0346 -0.0066 0.0533 -0.39
C -0.584 -2.176 0.213 -0.0661 -0.0720 -0.1391 -0.03

***

21
Properties=species:S:1:pos:R:3:forces:R:3:nbo_charge:R:1 method="wB97M-V/def2-TZVPD" e_tot_ev=-10532.8016 homo_lumo_gap_ev=8.46 charge=0 lumo_ha=0.0339 relative_energy_kcal_mol=119.0
C 0.027 0.052 -0.660 6.7844 -0.1348 0.0655 -0.27
C 2.706 -0.861 0.633 -0.2627 -0.1992 -0.0837 -0.75
C -0.129 -1.297 -1.318 -0.1752 -0.0383 0.0186 -0.63
C 1.976 0.244 -0.102 -1.0602 0.5440 -2.0745 0.58
C -0.478 0.301 0.606 -6.9165 0.5262 -0.8773 0.10
C -2.289 0.543 -0.142 1.7942 0.1845 2.2215 -0.23
C -0.417 0.350 1.914 0.3319 0.2817 -0.1501 -0.44
C -2.662 1.735 -0.584 0.1639 -0.0413 0.3837 -0.44
O 2.535 1.244 -0.481 -0.6392 -0.7670 0.5601 -0.56
H 0.029 0.901 -1.342 -0.1461 -0.0697 0.1477 0.24
H -2.989 -0.278 0.008 0.1581 0.0513 0.0100 0.19
H 3.787 -0.790 0.476 -0.1972 0.2059 0.0372 0.24
H 2.485 -0.799 1.701 0.0070 -0.0346 -0.0364 0.24
H 2.366 -1.835 0.274 -0.0855 0.0303 0.1015 0.23
H 0.761 -1.531 -1.909 -0.1632 0.0498 -0.0045 0.23
H -0.273 -2.091 -0.583 -0.0013 0.0594 -0.0080 0.22
H -0.989 -1.286 -1.991 -0.0122 -0.0711 0.0371 0.23
H 0.522 0.275 2.448 0.1159 -0.1236 0.0234 0.21
H -1.307 0.571 2.494 0.1414 -0.0724 -0.0770 0.23
H -1.955 2.557 -0.689 -0.0103 -0.1039 0.0784 0.20
H -3.707 1.999 -0.751 0.1729 -0.2774 -0.3731 0.20

***

16
Properties=species:S:1:pos:R:3:forces:R:3:nbo_charge:R:1 method="wB97M-V/def2-TZVPD" e_tot_ev=-15704.7362 homo_lumo_gap_ev="6.93 / 6.93" charge=0 lumo_ha="-0.0198 / -0.0199" relative_energy_kcal_mol=135.5
C -1.319 -0.531 0.129 2.3066 0.7591 0.7442 -0.15
C -0.721 0.263 -2.841 -0.3321 2.4235 -1.9154 0.00
C -0.003 1.286 2.227 -0.5250 0.5481 -0.8370 -1.14
C 1.548 -1.251 0.943 0.5441 1.7863 0.6851 -1.10
N -1.817 -0.831 -0.910 -1.3144 -0.6091 -0.8976 -0.47
O 0.186 0.934 -2.328 0.6871 -0.7114 0.5077 -0.52
Si 0.253 0.112 0.838 -1.4651 -0.7367 -1.0827 1.32
H -1.543 0.809 -3.362 -0.2078 0.0979 0.7518 0.13
H -1.316 -0.319 -1.821 -1.2779 -0.6715 1.2872 0.28
H -0.703 -0.707 -3.305 1.2012 -1.2411 -0.0397 0.14
H 0.018 0.843 3.170 0.0862 -0.9935 1.6637 0.25
H 0.808 1.966 2.200 0.9519 0.8915 0.0414 0.25
H -0.914 1.888 2.190 0.0055 -0.2317 -0.4084 0.27
H 1.402 -1.963 1.724 -0.2490 -0.4861 0.6516 0.25
H 1.597 -1.751 0.010 0.0637 -0.4566 -0.9606 0.26
H 2.523 -0.749 1.134 -0.4748 -0.3687 -0.1912 0.25